[1]
ORCA calculation (ωB97M-V/def2-TZVPD) on a structure of composition C4H19LiNO5.

Kohn-Sham gap in eV: 9.28
Relative energy (zero: lowest compared OMol25 entry of this formula, charge and spin) in kJ/mol: 1089.3
E_tot in eV: -16373.7134
Charge: +1

XYZ file:
```
30
Properties=species:S:1:pos:R:3:forces:R:3:nbo_charge:R:1
O 0.656 2.260 0.736 -0.1 -0.3 -0.9 -0.564
O -0.382 -2.864 -0.065 -2.0 -8.2 0.8 -0.937
H -1.815 -0.508 -0.623 -0.3 1.1 0.6 0.380
H 1.052 -0.022 -0.874 -1.2 1.8 -1.6 0.151
H 0.536 2.189 -1.863 0.0 0.0 -0.1 0.245
H -0.122 0.940 -2.928 -0.1 0.1 -0.1 0.219
Li -0.171 -1.410 -0.006 7.4 -2.6 4.1 0.774
C -0.208 1.396 -1.942 0.5 0.6 -0.2 -0.625
H -1.176 1.882 -1.820 -0.1 -0.2 -0.1 0.220
H 0.862 3.892 1.780 -0.5 0.4 0.1 0.212
H -1.074 -2.073 1.407 -0.6 0.2 0.7 0.485
N -0.885 -0.742 -0.937 -9.0 7.3 -9.4 -0.921
H -1.107 -0.818 -1.919 0.4 -0.4 -0.5 0.396
H -0.864 -0.822 2.233 -0.1 0.4 0.2 0.515
H 1.335 -2.688 -1.270 0.2 -0.4 -0.2 0.496
H 0.479 0.342 1.222 -1.8 1.6 0.5 0.210
H -1.172 -2.824 -0.605 -0.3 -0.4 -0.6 0.515
C -0.044 1.033 0.561 -0.3 1.5 0.5 -0.109
H -0.607 -3.467 0.644 0.1 -1.0 0.0 0.482
C 0.043 0.389 -0.865 -0.4 2.9 0.8 -0.060
H -1.100 1.197 0.777 -0.2 -0.1 0.2 0.168
H -0.853 3.567 1.227 0.0 0.2 0.3 0.181
C 0.059 3.164 1.668 1.0 -0.2 -0.6 -0.248
H 1.841 -1.431 1.180 0.2 -0.5 0.4 0.510
H 1.752 -0.137 0.399 1.0 0.0 0.4 0.500
H -0.111 2.733 2.655 -0.2 -0.3 0.0 0.169
O 1.263 -0.935 0.601 7.0 -1.0 2.9 -0.947
O -0.690 -1.198 1.369 -4.6 -0.2 7.2 -0.959
H 1.608 -1.203 -1.376 0.5 -0.7 -0.9 0.471
O 0.896 -1.843 -1.366 3.4 -1.8 -4.4 -0.930
```
Positions in Å, forces in eV/Å.

***

[2]
ORCA calculation (ωB97M-V/def2-TZVPD) on a cluster of 2 separate species, C4H7OP in total.

Kohn-Sham gap (spin up / spin down) in eV: 8.01 / 7.49
Relative energy (zero: lowest compared OMol25 entry of this formula, charge and spin) in kJ/mol: 434.5
E_tot in eV: -15592.9343
Charge: 0

XYZ file:
```
13
Properties=species:S:1:pos:R:3:forces:R:3:nbo_charge:R:1
H -0.405 2.639 -0.564 0.0 0.4 -0.2 0.192
C 1.896 -0.846 0.423 1.7 -0.4 -0.6 -0.524
C 1.243 -1.242 -0.642 -1.8 0.3 2.1 -0.170
C -1.198 0.789 -0.893 0.5 -2.6 -0.8 -0.568
H 1.453 -0.649 1.402 0.1 0.4 -0.3 0.202
H 3.050 -0.819 0.323 -1.8 0.0 0.5 0.213
H 1.551 -1.769 -1.486 0.4 -0.3 -1.6 0.171
H -0.696 0.739 -1.893 -0.6 0.2 0.8 0.216
P -1.698 -0.940 -0.385 1.8 1.0 -0.3 0.966
O -1.723 -0.823 1.237 -0.3 0.1 0.6 -1.036
H -0.998 -1.047 1.840 -0.1 0.1 -0.7 0.515
H -1.458 2.114 0.790 -0.1 -0.6 0.5 0.200
C -1.018 1.854 -0.153 0.1 1.4 0.0 -0.378
```
Positions in Å, forces in eV/Å.

***

[3]
ORCA calculation (ωB97M-V/def2-TZVPD) on a cluster of 12 separate species, C22H46Cl22NO in total.

Kohn-Sham gap in eV: 8.92
E_tot in eV: -302578.8603
Charge: +1

XYZ file:
```
92
Properties=species:S:1:pos:R:3:forces:R:3:mulliken_charge:R:1
O -2.598 1.456 -1.284 -1.3 -2.0 2.1 -0.205
C -7.032 6.735 0.473 -0.3 0.6 -0.3 -0.249
Cl -3.340 1.032 -6.514 0.0 0.0 0.2 -0.150
H 0.443 -1.012 -0.747 0.5 1.4 -1.8 0.169
C -4.667 -1.335 4.394 0.1 0.1 0.4 -0.312
C 2.375 -3.773 -3.185 0.3 0.0 -0.2 -0.332
H 8.341 -4.374 1.494 0.0 -0.2 -0.3 0.128
Cl -5.632 1.833 -4.901 -0.2 0.1 0.2 -0.174
H 2.828 -4.703 -3.536 -0.2 0.2 0.2 0.355
H -3.958 0.254 -4.372 -0.1 0.2 -0.2 0.192
Cl -3.130 -1.830 3.675 0.0 0.1 0.1 -0.107
H 3.355 3.375 -0.204 -1.6 0.4 2.0 0.248
H 7.600 -9.037 -1.732 -0.2 -0.1 0.3 0.285
Cl 1.840 7.288 0.589 -0.1 0.1 0.0 -0.172
Cl 5.669 -10.311 -1.260 0.0 0.0 -0.1 -0.164
H 3.241 8.282 2.209 0.0 -0.2 -0.2 0.318
C 1.483 2.251 0.548 1.9 0.8 0.1 0.651
H 0.593 2.490 1.268 1.6 -0.6 -1.3 0.062
H -5.060 2.527 -2.186 -0.4 -0.9 2.3 0.105
C -4.859 2.305 -1.053 4.2 2.0 -0.7 -0.807
C 0.530 -0.332 -1.696 -0.7 0.9 -0.6 -0.852
C -5.706 1.352 0.975 -1.3 -0.5 1.2 -0.649
H -7.483 7.357 1.250 0.1 -0.3 -0.1 0.312
H -4.559 -0.330 4.809 0.0 -0.3 -0.2 0.251
H -4.929 -2.036 5.191 0.1 0.1 -0.3 0.357
C 6.814 -8.995 -0.974 0.0 0.3 -0.3 -0.098
H 6.285 -8.042 -1.042 0.1 -0.3 0.1 0.121
H 2.871 6.575 2.591 0.1 0.1 -0.3 0.222
Cl 6.940 -5.368 -0.127 -0.1 0.1 0.1 -0.123
Cl -8.316 5.952 -0.455 0.1 0.1 0.0 -0.142
H 2.128 4.532 0.743 1.0 -2.0 -0.1 0.028
H -3.342 1.931 -4.330 -0.2 -0.1 -0.2 0.112
C -0.111 1.193 -1.453 -0.1 0.0 -0.6 0.450
H 0.568 3.396 -1.225 0.8 -2.3 0.5 0.247
H -6.437 7.358 -0.199 -0.1 -0.3 0.2 0.293
Cl -3.866 -3.745 0.556 -0.1 0.1 0.0 -0.142
H -4.127 3.203 -0.764 -1.4 -1.9 -0.8 0.305
H -3.059 -5.103 -2.073 0.0 -0.3 -0.3 -0.374
C 5.868 -0.495 1.369 -0.3 -0.2 -0.1 0.058
H 2.810 0.496 -0.054 -1.3 0.5 2.3 0.065
H -6.436 0.506 0.585 2.1 1.3 0.9 0.304
C 5.327 2.190 4.438 0.2 0.0 0.5 -0.270
H 5.342 1.219 4.941 -0.1 0.2 -0.2 0.257
Cl -5.960 -1.324 3.189 -0.2 0.0 0.0 -0.135
H 5.417 0.127 2.146 0.1 -1.0 -0.6 -0.198
H -1.444 0.044 0.009 -0.4 2.4 -0.9 -0.277
H 3.292 3.311 1.688 -1.7 0.4 -2.0 0.124
H -1.350 1.949 0.441 -0.2 -1.7 -1.9 0.145
H -0.502 1.520 -2.533 0.6 -0.6 2.5 0.193
H -4.451 0.104 -1.168 2.0 1.3 0.9 0.210
Cl -1.630 -6.602 -3.207 0.0 0.1 0.1 -0.140
Cl -1.785 -2.960 -1.328 0.0 0.2 0.1 -0.129
Cl 4.584 -1.279 0.441 0.3 -0.3 -0.2 -0.093
C 3.133 7.276 1.795 0.1 0.1 0.4 -0.236
C -2.853 -2.419 -0.027 0.0 0.1 0.0 0.800
H -6.849 2.463 -0.589 0.4 -0.3 1.2 0.384
C -1.436 1.150 -0.437 2.0 -0.4 -0.2 0.258
H 2.971 -2.922 -3.522 -0.2 -0.2 0.2 0.261
C -3.973 1.224 -4.875 0.5 -0.2 0.1 0.046
Cl 7.551 -9.131 0.627 0.1 0.1 0.0 -0.150
Cl -5.976 5.539 1.234 0.3 0.0 0.3 -0.178
Cl 6.924 -1.691 2.130 0.1 0.1 0.1 -0.154
H 7.971 -6.081 1.875 0.1 0.1 -0.3 0.274
H 3.192 1.070 1.713 -2.2 -0.4 -1.5 0.030
Cl 0.746 -3.637 -3.857 0.0 0.0 -0.1 -0.130
Cl 4.670 6.782 1.075 0.0 0.0 0.1 -0.136
H -4.089 -0.134 1.234 0.6 2.7 0.1 -0.253
Cl 9.770 -5.874 0.359 0.0 0.0 0.1 -0.151
H -6.179 1.678 1.996 1.3 -0.6 -1.8 0.311
C -3.865 1.010 -0.686 -2.2 2.8 -0.2 -0.017
C 8.233 -5.379 1.079 0.1 0.0 0.4 -0.115
H -5.818 3.439 0.317 -0.7 -0.8 0.2 -0.078
H 1.913 2.196 -1.782 -1.7 0.2 1.8 0.326
C 2.617 3.468 0.727 0.3 -0.5 -0.4 -0.749
Cl -4.460 -6.097 -3.694 -0.1 0.1 0.1 -0.170
H 1.633 -0.154 -2.071 -2.2 -0.7 0.9 0.224
H -2.245 -2.046 0.800 -0.1 -0.2 -0.2 0.106
H -0.104 -0.839 -2.571 1.5 1.0 2.0 0.187
C 1.009 2.309 -1.020 -0.5 0.1 0.0 -1.089
H -3.495 -1.619 -0.404 0.2 -0.4 0.0 -0.702
Cl 3.668 2.799 4.412 0.0 0.0 0.1 -0.124
C -3.167 -6.108 -2.488 0.0 0.1 0.4 0.436
Cl 2.335 -3.783 -1.418 0.1 0.0 0.0 -0.158
H -3.381 1.713 1.605 -1.6 -1.5 -1.6 0.293
H 1.555 0.082 1.414 1.6 1.2 -1.1 0.193
C 2.300 0.857 0.951 -0.2 0.9 -0.7 -0.429
H -3.429 -6.809 -1.692 0.1 0.1 -0.3 0.271
Cl 5.960 1.998 2.798 0.3 1.3 0.6 -0.119
H 6.463 0.128 0.697 -0.1 -0.2 0.1 0.317
C -4.068 1.022 0.940 -2.0 -2.1 -0.9 0.460
H 5.958 2.897 4.982 -0.2 -0.1 -0.2 0.322
N -5.966 2.467 -0.033 0.7 0.3 -1.7 0.366
```
Positions in Å, forces in eV/Å.